Formula: C2H3NO3
Source: the OMol25 dataset
Level of theory: ωB97M-V with the def2-TZVPD basis set

Structure (XYZ):
```
9
Properties=species:S:1:pos:R:3:forces:R:3
C 0.2392 0.5433 1.6237 -0.8 0.1 1.0
C -0.1333 0.2104 -0.8268 -0.2 -2.0 -0.6
N 0.3474 0.4935 0.3388 -0.6 0.8 -5.5
O -0.7129 -1.0030 -1.1037 -1.4 -0.5 1.1
O -0.0513 0.6725 -2.1992 1.2 1.3 3.5
O 1.4051 0.4328 2.2366 -2.5 -0.2 2.8
H -1.6745 -1.1183 -0.8512 1.7 0.6 0.1
H 0.6021 1.3909 -2.2813 -0.3 0.0 0.2
H 2.1058 0.5234 1.6663 3.0 0.0 -2.5
```
Positions in Å, forces in eV/Å.

Computed properties:
Lowest unoccupied orbital energy = 0.2 eV
DFT total energy = -358.36573 hartree
HOMO energy = -8.52 eV
Charge = 0
Max |F| = 5.63 eV/Å
ΔE to the lowest compared entry with this formula, charge and spin = 430.5 kJ/mol

Formula: C4H10BrN2
Source: the OMol25 dataset
Level of theory: ωB97M-V with the def2-TZVPD basis set

Structure (XYZ):
```
17
Properties=species:S:1:pos:R:3:forces:R:3
C 0.9837 2.3454 -0.3219 1.0 1.2 -2.1
C 1.0017 0.0150 0.1915 -0.5 0.1 -0.3
C -2.2506 -1.2702 -0.8455 0.1 -1.9 -0.3
C 0.8808 -1.1299 1.1278 -1.7 0.0 -2.2
N 0.9213 1.2697 0.5584 1.0 -3.4 -1.3
N -1.2904 -2.0502 -0.9705 1.1 -0.6 -1.0
Br -2.2188 0.2468 0.1052 -0.2 2.1 1.1
H 0.0247 2.7267 -0.3661 -2.3 1.0 -0.3
H 1.5532 3.1899 0.1103 0.4 -0.7 -0.6
H 1.0333 -0.1968 -0.9243 0.3 0.5 1.5
H -3.1802 -1.6088 -1.1694 -2.0 0.4 -0.7
H -0.1185 -1.5965 0.9679 0.3 0.6 -0.1
H 0.8858 -0.7462 2.0734 0.4 0.5 2.8
H 1.4605 -2.0133 0.9536 1.1 0.0 -0.2
H 0.7536 1.6366 1.4486 -0.1 -0.7 2.3
H 1.1943 1.9919 -1.3533 0.5 0.6 0.8
H -1.6344 -2.8100 -1.5858 0.6 0.1 0.6
```
Positions in Å, forces in eV/Å.

Computed properties:
Lowest unoccupied orbital energy = -4.4 eV
DFT total energy = -2841.62391 hartree
HOMO energy = -14.28 eV
Charge = +1
Max |F| = 3.76 eV/Å
ΔE to the lowest compared entry with this formula, charge and spin = 185.8 kJ/mol

Formula: C2H3N3O2
Source: the OMol25 dataset
Level of theory: ωB97M-V with the def2-TZVPD basis set

Structure (XYZ):
```
10
Properties=species:S:1:pos:R:3:forces:R:3
O -1.8800 -1.7241 -0.0512 0.8 1.0 0.4
C -1.0429 -0.8690 0.0717 1.2 -0.5 -1.3
N 0.3153 -0.8805 -0.1461 1.7 1.4 0.7
C 0.9314 0.4457 0.1338 2.0 -0.9 -0.9
N -0.1646 1.3032 0.3843 1.8 1.9 1.7
O -0.9664 1.3520 -0.6993 -1.9 0.3 -3.2
N -1.3063 0.5510 0.4135 -3.0 -1.1 1.4
H 1.0311 -1.5345 -0.4484 -1.3 -0.7 0.0
H 1.6322 0.7639 -0.7726 -1.6 -0.4 2.0
H 1.4501 0.5923 1.1144 0.3 -1.1 -0.8
```
Positions in Å, forces in eV/Å.

Computed properties:
Lowest unoccupied orbital energy = 0.6 eV
DFT total energy = -392.58622 hartree
SMILES = O=C1NCn2on21
HOMO energy = -10.54 eV
Charge = 0
Max |F| = 3.70 eV/Å
ΔE to the lowest compared entry with this formula, charge and spin = 544.3 kJ/mol